C24H26N4O3S in the gas phase. Source: the Open Molecules 2025 dataset; level of theory: wB97M-V/def2-TZVPD.

The geometry in ORCA input format:
```
! wB97M-V def2-TZVPD RIJCOSX def2/J DEFGRID3
* xyz 0 1
C 0.02802 1.17382 2.81133
C 1.12406 1.61045 1.69204
C 2.22313 0.91493 1.36472
C 3.05157 1.15977 0.39287
C 2.84371 2.25518 -0.35459
C 1.68077 3.14455 0.15250
C 0.70928 2.70144 1.20188
H -0.07826 3.46982 1.13857
H 1.57249 4.20985 -0.49347
H 3.57817 2.73811 -0.93234
N 4.04352 0.61356 0.07210
C 4.16809 0.29214 -1.47191
H 4.21474 0.94996 -2.02953
C 3.21998 -0.71434 -1.83564
N 2.75636 -1.63186 -0.88912
C 1.45348 -1.72332 -0.10132
O 1.33005 -2.61060 0.76191
C 0.40850 -0.85274 -0.62160
N 0.67799 0.33823 -1.60183
N -0.58882 0.95434 -1.39490
C -1.50961 0.33723 -0.76554
C -0.96514 -0.68958 0.01881
C -1.52220 -1.63202 0.81596
H -1.69723 -1.33105 1.95223
H -1.01663 -2.53928 0.52474
S -3.11741 -1.86732 0.07745
O -3.12758 -2.52015 -1.28064
O -4.01882 -2.45139 0.95680
C -3.79402 -0.19903 0.18341
C -4.96685 0.12936 0.50583
C -5.39312 1.60521 0.34081
C -4.53602 2.44301 -0.13895
C -3.18186 2.17314 -0.36005
C -2.82215 0.67278 -0.37876
H -2.55445 2.84558 -0.65540
H -4.76765 3.70670 0.00183
H -6.38097 1.77310 0.50560
H -5.66357 -0.60093 1.02212
C -0.71430 2.09576 -2.34848
H -0.08610 2.07881 -3.07513
H -0.39562 2.89260 -1.65509
H -1.84179 2.16858 -2.53993
C 3.78095 -2.08798 0.09154
H 4.59110 -2.63526 -0.55481
C 4.33341 -0.73376 0.72320
H 4.14569 -0.78638 1.77385
C 6.03410 -1.00244 1.03935
H 6.61041 -1.15409 0.09135
H 6.34259 0.09721 1.38415
H 6.04909 -1.68665 1.67102
H 3.54874 -2.74275 0.72316
H 3.64663 -1.41637 -2.69408
H 2.52941 -0.21053 -2.37706
H 5.34332 -0.28398 -1.43386
H 2.26143 -0.18707 2.02543
H 0.12322 0.20640 3.13676
H 0.11554 1.65337 3.59051
H -1.12118 1.38301 2.44970
*
```

HOMO energy ... -7.904 eV
ΔE to the lowest compared entry with this formula, charge and spin ... 2038.0 kJ/mol
SMILES string ... Cc1cccc(N2CCN(C(=O)c3nn(C)c4c3CS(=O)(=O)c3ccccc3-4)C[C@H]2C)c1
Calculated total energy ... -1772.369592 hartree
Maximum force ... 0.3717 Eh/bohr

These are the natural (NBO) partial charges, in e, on atoms 1 to 6: -0.562, 0.020, -0.304, 0.180, -0.278, -0.144


8 unconnected molecules or ions with the total composition C26H59IN7O9P. Source: the Open Molecules 2025 dataset; level of theory: wB97M-V/def2-TZVPD.

The geometry in ORCA input format:
```
! wB97M-V def2-TZVPD RIJCOSX def2/J DEFGRID3
* xyz 0 1
C 5.14143 -1.19390 -2.30337
C 4.34776 0.12158 -2.18000
C 2.86188 -0.20644 -2.31848
O 2.11431 0.91285 -2.81386
P 0.45670 0.88048 -2.82680
C -0.05909 -0.91028 -2.93469
C -1.29844 -1.19297 -2.08962
O -2.31261 -1.58493 -2.58838
I -1.30404 -0.87304 0.05049
H 4.73762 -1.93566 -1.60754
H 6.20374 -1.03062 -2.10160
H 5.02642 -1.60811 -3.31308
H 4.65017 0.78800 -2.99326
H 4.55879 0.58591 -1.21309
H 2.45551 -0.60152 -1.37558
H 2.78851 -1.01567 -3.06023
H 0.15046 1.13464 -1.46662
H 0.70244 -1.61201 -2.58917
H -0.39190 -1.12349 -3.95185
C 0.28737 -0.89220 5.08872
C -0.22648 0.16806 4.14783
O -1.25312 0.02571 3.49784
N 0.48264 1.32067 4.03707
C 1.69891 1.69933 4.72808
H -0.38285 -1.74531 5.04697
H 1.28278 -1.22576 4.79327
H 0.32580 -0.51353 6.11150
H 0.07661 1.97903 3.38621
H 1.53082 2.60225 5.31800
H 2.49537 1.90182 4.01017
H 2.02428 0.90577 5.39315
C -3.61754 1.57302 2.18572
C -2.93003 2.88418 1.89469
O -1.87194 2.94666 1.28201
N -3.53167 4.01512 2.34697
C -4.78788 4.14007 3.06499
H -3.02162 0.77322 1.75944
H -3.68231 1.41395 3.26085
H -4.61764 1.54883 1.74820
H -3.02696 4.85941 2.12692
H -5.47192 4.75469 2.47750
H -4.62577 4.62138 4.03140
H -5.23525 3.16621 3.22765
C 6.70980 -4.59266 -2.55353
C 5.29216 -4.96066 -2.18863
O 4.66179 -4.33458 -1.34859
N 4.72962 -6.01631 -2.82759
C 5.31804 -6.86773 -3.84337
H 7.00452 -3.73441 -1.95718
H 7.38992 -5.41892 -2.34381
H 6.78177 -4.33000 -3.60962
H 3.78339 -6.20661 -2.53572
H 4.73231 -6.81888 -4.76254
H 5.33836 -7.90365 -3.50172
H 6.33324 -6.55537 -4.06254
C -4.42565 5.13999 -1.42069
C -4.67694 6.27972 -0.46305
O -5.52326 6.21601 0.41854
N -3.91472 7.39475 -0.60397
C -2.86465 7.64915 -1.57193
H -5.10704 4.33114 -1.17436
H -4.60250 5.45209 -2.45058
H -3.40071 4.77752 -1.33101
H -4.13308 8.11593 0.06543
H -1.92023 7.84485 -1.06173
H -3.11490 8.52022 -2.18007
H -2.72994 6.79653 -2.22781
C -1.27810 3.25297 -4.93776
C -2.29474 4.26876 -5.40000
O -2.42846 5.35452 -4.85728
N -3.07789 3.92969 -6.46141
C -3.06802 2.69813 -7.22534
H -0.73432 3.65820 -4.09172
H -1.76697 2.33104 -4.62623
H -0.56715 3.02964 -5.73430
H -3.73598 4.64732 -6.72152
H -2.84637 2.90419 -8.27420
H -4.04215 2.20892 -7.16885
H -2.31686 2.01708 -6.84019
C 3.39790 -0.82583 3.01516
C 4.15302 -1.62641 1.97675
O 5.34041 -1.43196 1.75550
N 3.45869 -2.56780 1.29408
C 2.05921 -2.91712 1.42356
H 4.08790 -0.11901 3.46747
H 2.57253 -0.27646 2.55747
H 3.00062 -1.47972 3.79306
H 4.00862 -3.07408 0.61455
H 1.96355 -3.96818 1.69802
H 1.55171 -2.76063 0.47013
H 1.56853 -2.31178 2.17886
C -2.62679 -3.89627 5.72858
C -1.78167 -4.55145 4.66108
O -0.63438 -4.20156 4.43605
N -2.35073 -5.55632 3.94436
C -3.68876 -6.10061 4.06454
H -2.03691 -3.12026 6.20635
H -3.51690 -3.44188 5.29234
H -2.92939 -4.62297 6.48353
H -1.73738 -5.94820 3.24706
H -3.64460 -7.16378 4.30727
H -4.23018 -5.98363 3.12434
H -4.24048 -5.59006 4.84641
*
```

HOMO energy ... -8.643 eV
SMILES string ... CCCOPCC(=O)I.CNC(C)=O.CNC(C)=O.CNC(C)=O.CNC(C)=O.CNC(C)=O.CNC(C)=O.CNC(C)=O
Calculated total energy ... -2725.672134 hartree
Maximum force ... 0.0216 Eh/bohr

These are the Mulliken partial charges, in e, on atoms 1 to 6: -0.952, -0.463, -0.311, -0.512, 0.254, -0.330


6 unconnected molecules or ions with the total composition C2H16O6. Source: the Open Molecules 2025 dataset; level of theory: wB97M-V/def2-TZVPD.

The geometry in ORCA input format:
```
! wB97M-V def2-TZVPD RIJCOSX def2/J DEFGRID3
* xyz 0 1
C 3.46404 -1.57265 -2.91250
C 2.80082 -0.25101 -3.43322
O 2.59583 0.69646 -2.44134
H 4.07160 -2.14572 -3.61289
H 2.77878 -2.35599 -2.58864
H 4.22288 -1.35630 -2.16054
H 1.87111 -0.44425 -3.96840
H 3.39890 0.35541 -4.11340
H 1.81487 0.41831 -1.95725
O -0.66888 0.45221 0.54439
H -1.20431 -0.11698 -0.00841
H -1.18236 0.56148 1.34478
O -4.31367 1.79905 2.34908
H -4.35259 2.57648 1.79200
H -5.21347 1.47319 2.36952
O 3.51999 3.60634 1.39264
H 2.98068 3.45671 0.61612
H 4.16802 2.90212 1.37409
O -3.27042 -3.60108 -0.63845
H -4.09288 -4.06036 -0.46860
H -3.20482 -3.57137 -1.59294
O -3.54577 0.03674 6.09338
H -2.97490 0.52919 6.68315
H -3.66342 0.61202 5.33743
*
```

HOMO energy ... -10.346 eV
ΔE to the lowest compared entry with this formula, charge and spin ... 148.1 kJ/mol
SMILES string ... CCO.O.O.O.O.O
Calculated total energy ... -537.188763 hartree
Maximum force ... 0.0313 Eh/bohr

These are the natural (NBO) partial charges, in e, on atoms 1 to 6: -0.662, -0.064, -0.711, 0.216, 0.207, 0.219


A molecular structure, C28H56O21. Source: the Open Molecules 2025 dataset; level of theory: wB97M-V/def2-TZVPD.

The geometry in ORCA input format:
```
! wB97M-V def2-TZVPD RIJCOSX def2/J DEFGRID3
* xyz 0 1
C 0.12080 4.79824 -2.90612
C 1.48741 4.34370 -3.29238
O 1.55566 3.21620 -4.18041
C 2.72355 2.66519 -4.57669
O 3.78169 2.86697 -4.03401
O 2.44702 1.87266 -5.54097
C 3.47485 1.11889 -6.20093
H -0.29461 5.08506 -3.87218
H 0.03373 5.60078 -2.17369
H -0.51782 3.97660 -2.58182
H 1.80219 3.91583 -2.34057
H 2.16582 5.14239 -3.59231
H 3.52392 0.21744 -5.59013
H 4.46341 1.56823 -6.29544
H 3.26159 0.85063 -7.23565
C -0.11898 1.69632 -2.51153
C -0.52443 1.71214 -1.07833
O -0.16083 0.56585 -0.33820
C -0.18023 0.58760 0.98546
O -0.28520 1.60302 1.69443
O -0.16543 -0.65864 1.40092
C 0.10351 -0.88634 2.82776
H -0.72124 1.00607 -3.10223
H 0.84760 1.21683 -2.66616
H -0.14707 2.65643 -3.02681
H -1.59799 1.89985 -1.09651
H -0.08770 2.52539 -0.49869
H -0.80259 -1.06622 3.40631
H 0.82941 -0.24384 3.32613
H 0.60474 -1.85322 2.87271
C 0.28664 -0.37834 4.77807
C 0.75964 -1.64873 4.18888
O 1.16086 -2.51039 5.30013
C 1.44191 -3.83613 4.92229
O 1.54791 -4.36523 3.81713
O 1.60303 -4.53812 6.12760
C 1.89957 -5.93175 6.07814
H -0.21665 0.31915 4.10852
H 1.07340 0.12255 5.34218
H -0.47405 -0.48544 5.55137
H 1.57282 -1.51432 3.47560
H -0.02564 -2.18876 3.65993
H 2.41555 -6.27598 5.18183
H 1.08965 -6.64824 6.21521
H 2.57106 -6.11346 6.91730
C 1.51981 2.98307 1.73654
C 2.47050 1.81212 1.93851
O 2.23310 0.72920 1.00041
C 2.55759 0.64598 -0.32714
O 2.51919 -0.43300 -0.91125
O 2.66052 1.91817 -0.84952
C 3.07278 2.03177 -2.27109
H 1.75805 3.65387 2.56199
H 0.47569 2.78620 1.97975
H 1.64586 3.39861 0.73677
H 2.40849 1.44891 2.96435
H 3.51103 2.13074 1.87607
H 3.72851 2.82327 -2.63392
H 2.15955 2.00224 -2.86542
H 3.69693 1.17529 -2.52600
C -2.39819 -1.55275 3.74237
C -3.50625 -1.77288 2.67755
O -3.44584 -0.84930 1.59125
C -2.94698 -1.15101 0.39517
O -2.50242 -2.31969 0.03467
O -2.93907 -0.07562 -0.42804
C -3.35779 1.22946 -0.00033
H -2.45593 -2.33425 4.50001
H -2.55038 -0.62880 4.30028
H -1.36492 -1.58263 3.39659
H -4.45642 -1.53487 3.15571
H -3.31571 -2.81035 2.40287
H -3.60393 1.92972 -0.79855
H -2.62279 1.70584 0.64846
H -4.30886 1.38455 0.50908
C 0.60543 -0.46966 -4.43373
C 0.15136 0.47121 -5.54537
O -0.40348 1.67031 -5.02504
C -0.65507 2.70465 -5.88948
O -0.37854 2.63368 -7.10415
O -1.23155 3.76781 -5.24524
C -2.15279 4.69390 -5.94002
H 0.65475 -1.44440 -4.91906
H -0.09644 -0.59698 -3.60955
H 1.61728 -0.23105 -4.10615
H -0.52508 -0.00270 -6.25666
H 1.04166 0.65301 -6.14738
H -1.84233 5.06711 -6.91594
H -2.02854 5.63598 -5.40604
H -3.21124 4.45204 -5.84365
C 0.20559 -2.70541 1.85564
C -1.14083 -3.14005 1.26489
O -1.65092 -4.35065 1.79556
C -2.30867 -4.26574 3.01548
O -2.22531 -3.41964 3.88587
O -2.97670 -5.43667 3.08059
C -3.67461 -5.79474 4.25170
H 0.95825 -3.48418 1.73260
H 0.21113 -2.46737 2.91932
H 0.63455 -1.79399 1.43923
H -1.19231 -3.07060 0.17833
H -1.86293 -2.35395 1.48562
H -2.93619 -5.86827 5.05009
H -4.25477 -6.65739 3.92405
H -4.30201 -4.94646 4.52537
*
```

HOMO energy ... -7.531 eV
ΔE to the lowest compared entry with this formula, charge and spin ... 3963.0 kJ/mol
Calculated total energy ... -2679.100938 hartree
Maximum force ... 0.2728 Eh/bohr

These are the Mulliken partial charges, in e, on atoms 1 to 6: -1.194, -0.325, 0.155, 1.056, -0.653, -0.240


10 unconnected molecules or ions with the total composition C4H30N3O10. Source: the Open Molecules 2025 dataset; level of theory: wB97M-V/def2-TZVPD.

The geometry in ORCA input format:
```
! wB97M-V def2-TZVPD RIJCOSX def2/J DEFGRID3
* xyz -1 1
C 0.32396 -1.45352 -1.69960
N 0.83881 -0.13386 -2.05619
C 0.57609 0.27576 -3.40845
O -0.70480 0.78808 -3.67054
C 1.01092 -2.21427 -0.52996
N 0.90588 -1.35190 0.68232
C 2.26467 -0.94337 1.21373
N 2.50835 0.42068 1.50975
H 0.42477 -2.09816 -2.64624
H -0.66745 -1.22905 -1.27182
H 0.51669 0.57856 -1.37432
H 0.59803 -0.67494 -3.99177
H 1.20217 1.05026 -3.85860
H 1.94472 -2.74855 -0.64557
H 0.19171 -2.96554 -0.46252
H 0.24579 -0.56604 0.61233
H 3.02437 -1.39198 0.55127
H 2.38856 -1.48166 2.20117
H 2.08106 1.08275 0.86204
H 1.91836 0.72771 2.27420
H -0.32984 -1.70342 1.76198
H -0.67832 -3.03425 1.92613
O -1.15184 -2.19063 2.02955
H -1.75774 0.35134 0.32145
H -2.14176 -1.22472 0.61915
O -2.46916 -0.35596 0.39409
H -0.83636 2.07872 2.96431
H -0.02738 1.72957 1.76230
O 0.10100 2.13092 2.68483
H -0.71033 2.17924 0.62400
H -3.28793 0.91573 -1.38724
O -0.79550 1.49201 -0.05766
H -2.95609 -0.06913 3.36726
H -2.50830 0.46245 1.97353
O -2.60274 0.69942 2.91962
H -1.97689 1.60477 -1.08018
H -1.34477 0.90417 -2.94672
O -2.71458 1.55051 -1.83220
H 2.69019 0.34245 -2.14040
H 3.53322 1.40288 -1.65535
O 3.57653 0.72526 -2.34121
H -0.27537 -1.34592 3.91068
H 0.48427 -2.37356 2.97486
O 0.46780 -1.96015 3.84132
H -1.02106 2.84463 -1.12596
H -1.72424 3.43810 -2.25504
O -1.13550 3.73459 -1.54433
*
```

HOMO energy ... -6.415 eV
ΔE to the lowest compared entry with this formula, charge and spin ... 152.8 kJ/mol
Calculated total energy ... -1087.067038 hartree
Maximum force ... 0.0695 Eh/bohr

These are the natural (NBO) partial charges, in e, on atoms 1 to 6: -0.226, -0.725, 0.109, -0.793, -0.224, -0.741


A molecular structure, C7H10F2KNO10S2. Source: the Open Molecules 2025 dataset; level of theory: wB97M-V/def2-TZVPD.

The geometry in ORCA input format:
```
! wB97M-V def2-TZVPD RIJCOSX def2/J DEFGRID3
* xyz 0 1
K -0.79852 -0.36722 1.58798
N -0.32403 -2.58215 3.25551
S 1.13588 -2.35851 3.81936
O 1.91672 -1.51682 2.95832
O 1.76083 -3.45559 4.45760
F 0.74269 -1.35421 4.99654
S -0.19015 -3.77466 2.13450
O -0.47175 -5.05572 2.66881
O 0.80515 -3.61048 1.14196
F -1.53607 -3.30929 1.39929
C -2.62313 5.29783 1.39493
C -3.53799 4.42927 2.28672
O -3.09267 3.09689 2.01363
C -2.24859 3.10297 0.96350
O -1.76784 2.12569 0.48894
O -2.02962 4.35584 0.51137
H -1.86702 5.79882 2.00155
H -3.14703 6.05630 0.82132
H -4.59446 4.52602 2.03638
H -3.42485 4.64567 3.34515
C 1.95245 -1.93421 -4.90616
C 2.28969 -1.70997 -3.43744
C 2.55325 -0.24491 -3.07203
O 1.56202 0.04029 -2.06516
C 0.87674 -1.06598 -1.76820
O 0.05208 -1.14736 -0.91218
O 1.23525 -2.08984 -2.56167
H 2.14625 -2.96218 -5.19898
H 2.60151 -1.28600 -5.49757
H 0.91498 -1.66880 -5.10973
H 3.17546 -2.31116 -3.22477
H 2.39716 0.43894 -3.90153
H 3.53559 -0.10947 -2.62791
*
```

HOMO energy ... -9.254 eV
ΔE to the lowest compared entry with this formula, charge and spin ... 0.0 kJ/mol
Calculated total energy ... -2676.019947 hartree
Maximum force ... 0.0420 Eh/bohr

These are the natural (NBO) partial charges, in e, on atoms 1 to 6: 0.971, -1.242, 2.490, -0.966, -0.904, -0.510


| no. | Kohn-Sham gap (eV) |
| --- | --- |
| 1 | 7.334 |
| 2 | 9.083 |
| 3 | 10.758 |
| 4 | 8.033 |
| 5 | 9.075 |
| 6 | 9.078 |